Density functional theory data (the ωB97M-V functional and the def2-TZVPD basis) for a 2-piece molecular cluster, H4S2 overall.

Computed properties:
DFT total energy, Eh: -798.74745
Lowest unoccupied orbital energy, eV: 0.992
Gap between HOMO and LUMO, eV: 10.81
SMILES: S.S
Highest occupied orbital energy, eV: -9.82
Molar mass, g/mol: 68.17
Energy above the lowest of the compared OMol25 structures with the same formula, charge and spin, kcal/mol: 1.2

Cartesian coordinates (Å):
S (0.313, 2.358, -5.006)
H (0.005, 1.072, -4.755)
H (1.566, 2.204, -4.537)
S (-0.857, -2.383, 5.048)
H (-1.328, -1.141, 4.834)
H (0.300, -2.109, 4.417)